Below is the molecule C4H9N3O at a distorted geometry, with properties calculated with ωB97M-V with the def2-TZVPD basis set.

Geometry as XYZ:
```
17
Properties=species:S:1:pos:R:3:forces:R:3
C 0.226 2.287 1.127 -0.60 -0.97 0.16
N -0.450 1.213 1.331 1.45 0.41 0.41
C 0.078 -0.010 0.776 -0.38 1.27 -1.76
N 0.504 -0.975 1.654 0.20 -0.10 1.17
C 0.042 -0.177 -0.556 0.12 -1.75 -0.71
C -0.437 0.760 -1.615 -0.15 0.17 -0.06
O 0.461 -1.467 -1.080 0.12 1.51 0.92
N -0.614 -2.428 -0.955 -0.37 0.10 0.40
H 1.130 2.323 0.493 -0.25 -0.12 0.29
H -0.096 3.225 1.608 -0.05 -0.44 -0.35
H 0.942 -0.561 2.470 -0.13 -0.27 -0.03
H 1.075 -1.710 1.251 -0.16 0.33 -0.16
H -1.189 1.460 -1.241 0.19 0.01 0.05
H -0.904 0.209 -2.437 0.19 -0.05 0.19
H 0.408 1.328 -2.017 -0.19 0.03 -0.13
H -0.115 -3.293 -0.747 0.04 0.02 -0.15
H -1.060 -2.186 -0.061 0.00 -0.14 -0.24
```
Forces are in eV/Å.

Values from the calculation:
net charge	0
relative energy (zero: lowest compared OMol25 entry of this formula, charge and spin)	90.4	kcal/mol
total energy	-10808.54379	eV
SMILES string	C=N/C(N)=C(\C)ON
HOMO-LUMO gap	8.841	eV

Population analysis type Löwdin, resulting atomic charges in e: -0.02, 0.05, -0.39, 0.12, -0.29, -0.04, -0.19, 0.04, 0.09, 0.08, 0.09, 0.10, 0.07, 0.08, 0.08, 0.07, 0.07